Record 1
Here is a 2-piece molecular cluster, C4H5IN2 overall at a distorted geometry from OMol25. Energies are from ωB97M-V/def2-TZVPD.

Structure (XYZ):
```
12
Properties=species:S:1:pos:R:3:forces:R:3
C -0.759424 1.704355 0.204269 -0.1 1.1 -0.2
C -0.565123 -0.685826 -1.021513 -1.7 2.1 0.8
C -0.864823 -0.997722 0.384619 -0.9 1.0 1.3
C -0.450914 0.391834 0.009165 3.7 -3.2 1.7
N -0.755195 2.849174 0.320189 -0.4 0.5 0.2
N 1.575898 0.584804 0.960495 -1.4 0.3 -2.5
I 2.799272 -0.892506 0.197186 -0.3 -0.1 0.2
H 0.278324 -1.148596 -1.385184 1.9 -0.7 -1.1
H -1.321133 -0.354300 -1.679794 -0.8 -0.4 -1.0
H -1.770165 -1.227608 0.956247 -0.1 0.3 -0.9
H -0.052586 -1.536337 0.792123 0.9 -0.5 0.6
H 1.885864 1.312726 0.262194 -0.6 -0.3 1.0
```
Positions in Å, forces in eV/Å.

Output
E_LUMO (alpha / beta) ... -1.14 / -1.14 eV
Gap between HOMO and LUMO (alpha / beta) ... 7.98 / 7.82 eV
E_HOMO (alpha / beta) ... -9.12 / -8.96 eV
Energy above the lowest of the compared OMol25 structures with the same formula, charge and spin ... 469.92 kJ/mol

Löwdin atomic charge list, values in e, 6 entries:
1 C -0.23
2 C -0.10
3 C -0.11
4 C -0.22
5 N 0.18
6 N -0.46

---

Record 2
Here is a 2-piece molecular cluster, C4H5IO2 overall at a distorted geometry from OMol25. Energies are from ωB97M-V/def2-TZVPD.

Structure (XYZ):
```
12
Properties=species:S:1:pos:R:3:forces:R:3
C -1.302266 2.126118 0.281285 2.4 -1.1 0.3
C -1.631597 0.874002 0.183282 -3.6 1.9 0.4
C -0.204987 -0.686232 0.180362 1.1 -1.9 -0.1
C 1.988959 -1.195174 -0.361373 -1.1 -2.3 2.3
O -0.466647 -1.781125 0.520271 -0.9 -1.4 0.8
O 0.895976 -0.243113 -0.251336 2.5 2.4 -0.1
I -3.568682 0.164559 -0.091629 -0.3 -0.3 -0.2
H -1.968676 2.905745 0.156519 -1.2 1.6 -0.3
H -0.250149 2.330968 0.484418 -0.1 0.2 0.0
H 1.568720 -2.081189 0.186406 0.7 0.4 -0.8
H 2.973380 -1.048155 0.087403 -0.4 1.2 -0.2
H 1.965969 -1.366406 -1.375608 0.8 -0.7 -2.2
```
Positions in Å, forces in eV/Å.

Output
E_LUMO (alpha / beta) ... 0.76 / -2.90 eV
Expectation value of S² ... 2.01
Spin multiplicity ... 3
Gap between HOMO and LUMO (alpha / beta) ... 6.47 / 6.24 eV
E_HOMO (alpha / beta) ... -5.72 / -9.13 eV
Energy above the lowest of the compared OMol25 structures with the same formula, charge and spin ... 152.09 kJ/mol

Löwdin atomic charge list, values in e, 6 entries:
1 C -0.13
2 C -0.68
3 C -0.47
4 C 0.00
5 O 0.14
6 O -0.01

---

Record 3
Here is C4H5KO2 as an isolated structure at a distorted geometry from OMol25. Energies are from ωB97M-V/def2-TZVPD.

Structure (XYZ):
```
12
Properties=species:S:1:pos:R:3:forces:R:3
O 1.612300 0.084980 -0.171079 1.0 0.3 0.1
C 0.589739 -0.407618 0.684361 -0.5 -0.1 0.0
C -0.299354 0.580721 1.437945 -0.2 -0.2 0.2
C -0.771235 -0.133356 0.234599 -0.1 -0.4 -0.2
C -1.588238 -0.179001 -0.832051 -1.1 2.7 0.6
H 2.467050 0.117021 0.268356 0.0 0.1 0.4
H 0.864781 -1.345328 1.179612 -0.1 0.2 -0.2
H -0.040224 1.641648 1.348085 -0.1 -0.3 0.0
H -0.629428 0.282341 2.439670 0.1 0.1 -0.2
H -2.073426 0.305116 -2.056479 0.9 -1.4 1.9
O -1.131500 -0.547548 -2.060991 -1.9 -1.0 -1.7
K 0.999535 -0.398975 -2.472026 1.9 0.1 -0.9
```
Positions in Å, forces in eV/Å.

Output
E_LUMO ... -0.51 eV
Gap between HOMO and LUMO ... 5.80 eV
E_HOMO ... -6.31 eV
Energy above the lowest of the compared OMol25 structures with the same formula, charge and spin ... 304.74 kJ/mol

Löwdin atomic charge list, values in e, 6 entries:
1 O -0.19
2 C -0.34
3 C -0.07
4 C -0.26
5 C -0.28
6 H 0.09

---

Record 4
Here is C4H5LaO6 as an isolated structure at a distorted geometry from OMol25. Energies are from ωB97M-V/def2-TZVPD.

Structure (XYZ):
```
16
Properties=species:S:1:pos:R:3:forces:R:3
C 0.818730 0.753587 -0.987608 1.0 0.8 -0.4
C 0.684830 -0.723689 -0.679257 -0.4 -0.7 -0.1
O -0.066929 -0.774635 0.574828 -0.8 2.0 -0.6
O -0.230816 1.436394 -0.323828 -1.3 1.2 0.7
H 0.745379 0.888310 -2.074286 0.2 0.1 0.2
H 1.785049 1.120213 -0.611181 -0.2 0.0 -0.3
H 1.645918 -1.211284 -0.494823 -0.3 0.1 -0.3
H 0.075461 -1.225897 -1.439091 0.4 -0.1 0.2
H -0.547303 0.375977 0.564950 0.8 -0.6 -0.8
C -0.527327 -2.022048 1.063256 1.9 -1.1 1.7
O 0.061791 -3.021359 0.696849 -0.7 0.4 -0.6
O -1.261760 -1.872919 2.071265 -1.3 -0.9 1.3
La -1.526384 -4.055566 3.812429 0.4 1.6 -1.7
O 0.352042 3.623432 -1.383205 -0.8 -0.2 0.7
O -1.506750 3.557455 -0.125028 0.8 -0.2 -0.4
C -0.501930 3.152031 -0.665270 0.6 -2.3 0.3
```
Positions in Å, forces in eV/Å.

Output
E_LUMO (alpha / beta) ... -11.06 / -8.72 eV
Gap between HOMO and LUMO (alpha / beta) ... 4.09 / 8.46 eV
Charge ... +2
E_HOMO (alpha / beta) ... -15.15 / -17.19 eV
Energy above the lowest of the compared OMol25 structures with the same formula, charge and spin ... 90.81 kJ/mol

Löwdin atomic charge list, values in e, 6 entries:
1 C -0.18
2 C -0.06
3 O -0.01
4 O -0.12
5 H 0.15
6 H 0.15

---

Record 5
Here is C4H5Li2O2 as an isolated structure at a distorted geometry from OMol25. Energies are from ωB97M-V/def2-TZVPD.

Structure (XYZ):
```
13
Properties=species:S:1:pos:R:3:forces:R:3
C 0.322025 1.311970 0.859048 -2.0 0.6 -2.7
C -0.684642 0.228186 0.868550 0.0 -0.1 -1.1
C -0.012343 -0.769984 -0.048863 -1.2 -0.7 -1.0
C -0.233056 -0.688543 -1.401491 -0.7 -0.2 2.0
O 0.353877 -1.387903 -2.310144 0.3 -1.0 -2.3
O 1.080940 1.583465 1.791880 2.7 0.2 4.3
Li 1.631146 1.075015 3.445579 -0.4 0.4 -1.2
Li 0.183433 -1.922597 -3.998728 0.2 0.4 1.2
H 0.438774 1.866346 -0.091429 -0.1 -0.3 0.2
H -1.623579 0.560084 0.354380 0.4 -0.2 0.8
H -0.848499 -0.154655 1.885372 -0.2 0.1 -0.2
H 0.473725 -1.647921 0.382713 0.5 0.5 -0.2
H -1.081800 -0.053460 -1.736868 0.5 0.3 0.2
```
Positions in Å, forces in eV/Å.

Output
E_LUMO (alpha / beta) ... -0.59 / -0.27 eV
Expectation value of S² ... 0.76
Spin multiplicity ... 2
Gap between HOMO and LUMO (alpha / beta) ... 2.09 / 5.86 eV
E_HOMO (alpha / beta) ... -2.68 / -6.13 eV
Energy above the lowest of the compared OMol25 structures with the same formula, charge and spin ... 113.28 kJ/mol

Löwdin atomic charge list, values in e, 6 entries:
1 C -0.44
2 C -0.24
3 C -0.15
4 C -0.43
5 O -0.36
6 O -0.28

---

Record 6
Here is C4H5Li2O2Ru as an isolated structure at a distorted geometry from OMol25. Energies are from ωB97M-V/def2-TZVPD.

Structure (XYZ):
```
14
Properties=species:S:1:pos:R:3:forces:R:3
O 2.646347 0.190033 0.526918 2.6 -0.5 0.2
C 2.573444 -1.076250 1.131756 0.0 -2.1 0.9
C 1.235060 -1.356174 1.720515 -0.4 0.2 -0.4
Ru 1.131018 1.219044 -0.016341 -1.8 1.3 -0.5
Li 4.351175 0.510410 0.044391 -0.3 0.1 0.0
H 3.333205 -1.247124 1.926028 -0.1 0.8 -0.1
H 2.819318 -1.882158 0.417062 -0.3 0.4 -0.2
H 0.521907 -1.931762 1.120744 0.2 0.2 0.5
H 0.907149 -0.844223 2.627839 0.1 -0.3 -0.3
C -5.203102 0.898634 -1.946773 -1.3 -0.2 -0.1
C -4.057321 1.327662 -2.104142 4.6 1.2 0.9
O -2.863901 1.678663 -2.024230 -4.0 -1.0 -0.8
Li -1.137708 1.773710 -1.601760 0.4 0.0 0.1
H -6.256596 0.739532 -1.822006 0.2 0.0 -0.1
```
Positions in Å, forces in eV/Å.

Output
E_LUMO (alpha / beta) ... -3.71 / -6.45 eV
Expectation value of S² ... 12.03
Spin multiplicity ... 7
Gap between HOMO and LUMO (alpha / beta) ... 6.12 / 3.39 eV
Charge ... +1
E_HOMO (alpha / beta) ... -9.82 / -9.84 eV

Löwdin atomic charge list, values in e, 6 entries:
1 O -0.72
2 C -0.48
3 C 0.00
4 Ru 0.67
5 Li 0.76
6 H 0.11

---

Record 7
Here is C4H5LiO2Ru as an isolated structure at a distorted geometry from OMol25. Energies are from ωB97M-V/def2-TZVPD.

Structure (XYZ):
```
13
Properties=species:S:1:pos:R:3:forces:R:3
H 1.103424 1.254860 -0.635165 0.6 -2.1 1.8
C 0.704532 0.471939 0.514154 -1.0 2.3 0.9
C 0.320712 -0.997574 0.635621 1.6 -0.5 -0.6
C -0.548971 -1.187398 -0.617231 -0.1 -1.0 -1.1
C -1.045358 0.209484 -0.958337 0.6 -0.5 2.4
O -0.642841 0.947326 0.164087 -1.2 1.7 -1.6
O 1.238112 1.148377 1.465576 -0.3 -0.2 -1.4
Li 0.379763 3.000306 1.638463 0.2 -0.3 0.4
Ru -1.112316 1.363861 -2.580556 -0.2 0.1 -0.6
H -0.221156 -1.082524 1.589667 0.2 0.1 -0.3
H 1.236868 -1.601360 0.678706 -0.5 -0.2 -0.1
H -1.452839 -1.807036 -0.511086 0.3 0.0 0.4
H 0.040066 -1.720267 -1.383896 -0.3 0.5 0.0
```
Positions in Å, forces in eV/Å.

Output
E_LUMO (alpha / beta) ... -8.98 / -11.20 eV
Expectation value of S² ... 12.03
Spin multiplicity ... 7
Gap between HOMO and LUMO (alpha / beta) ... 7.05 / 8.22 eV
Charge ... +2
E_HOMO (alpha / beta) ... -16.04 / -19.42 eV
Energy above the lowest of the compared OMol25 structures with the same formula, charge and spin ... 244.21 kJ/mol

Löwdin atomic charge list, values in e, 6 entries:
1 H 0.29
2 C -0.45
3 C -0.04
4 C -0.15
5 C -0.35
6 O -0.19

---

Record 8
Here is C4H5LiO7Sc as an isolated structure at a distorted geometry from OMol25. Energies are from ωB97M-V/def2-TZVPD.

Structure (XYZ):
```
18
Properties=species:S:1:pos:R:3:forces:R:3
O 3.523948 -2.614256 -1.438278 0.3 -0.4 -0.7
C 2.382838 -2.140844 -1.138911 -0.3 0.1 0.9
O 1.341219 -2.750974 -1.536880 0.0 -0.6 -0.7
O 2.325090 -1.085870 -0.377303 0.4 0.0 -0.1
C 1.032802 -0.615462 0.058678 -0.8 -0.5 -0.2
O 0.002247 1.151119 1.251884 1.1 -0.1 0.4
C -3.229000 2.036039 0.612810 -3.0 -2.0 0.7
C 1.219506 0.638011 0.905770 0.6 -0.3 -1.2
O -3.250892 1.738887 1.835100 1.4 0.8 -0.1
O -2.802899 1.218668 -0.250146 1.7 0.3 -0.6
Sc 2.638592 -4.076139 -2.624621 -0.2 1.0 0.9
Li -1.716282 0.493435 1.335403 -1.6 0.6 -0.2
H 0.553358 -1.410799 0.647925 0.1 0.2 -0.2
H 0.411946 -0.398170 -0.822076 0.2 0.0 0.3
H 1.861498 0.359399 1.772352 -0.5 0.5 0.1
H 1.824041 1.362643 0.313578 -0.3 0.0 0.5
O -4.053132 3.042063 0.209492 0.8 0.3 0.2
H -4.064879 3.052249 -0.754775 0.1 -0.1 0.0
```
Positions in Å, forces in eV/Å.

Output
E_LUMO (alpha / beta) ... -6.08 / -6.13 eV
Gap between HOMO and LUMO (alpha / beta) ... 4.97 / 4.89 eV
Charge ... +1
E_HOMO (alpha / beta) ... -11.05 / -11.02 eV
Energy above the lowest of the compared OMol25 structures with the same formula, charge and spin ... 0.00 kJ/mol

Löwdin atomic charge list, values in e, 6 entries:
1 O -0.05
2 C -0.72
3 O -0.05
4 O 0.09
5 C -0.11
6 O 0.00

---

Record 9
Here is a 2-piece molecular cluster, C4H5N overall at a distorted geometry from OMol25. Energies are from ωB97M-V/def2-TZVPD.

Structure (XYZ):
```
10
Properties=species:S:1:pos:R:3:forces:R:3
C -0.434513 0.036738 0.488016 1.6 0.2 -0.8
C -1.261695 0.865220 0.607538 -2.2 1.3 0.5
C -0.705571 0.588685 -2.329236 -0.6 0.5 0.6
C 0.666916 -0.820046 0.202098 -2.0 -0.8 -0.9
N 0.317428 0.197407 -2.656773 0.1 -0.2 -0.5
H -2.130695 1.458617 0.681617 -0.2 0.4 0.2
H -1.589265 0.984351 -1.835170 0.5 -0.3 -0.7
H 1.523601 -0.433109 -0.207960 1.9 2.0 -0.7
H 0.351263 -1.447201 -0.638896 0.0 -1.0 0.8
H 0.894614 -1.187371 1.144269 0.8 -2.0 1.4
```
Positions in Å, forces in eV/Å.

Output
SMILES ... C#CC.C#N
E_LUMO ... 1.01 eV
Gap between HOMO and LUMO ... 11.31 eV
E_HOMO ... -10.30 eV
Energy above the lowest of the compared OMol25 structures with the same formula, charge and spin ... 298.57 kJ/mol

Löwdin atomic charge list, values in e, 6 entries:
1 C -0.23
2 C 0.07
3 C -0.09
4 C -0.11
5 N 0.08
6 H 0.03

---

Record 10
Here is a 2-piece molecular cluster, C4H5N overall at a distorted geometry from OMol25. Energies are from ωB97M-V/def2-TZVPD.

Structure (XYZ):
```
10
Properties=species:S:1:pos:R:3:forces:R:3
C 1.719475 -2.092994 1.538217 -0.1 1.2 -1.5
C 2.184126 -1.461188 0.594807 -0.3 -1.7 1.6
C 0.033824 -0.004397 -1.733258 -1.0 1.3 1.1
C -1.619435 1.550488 -0.422945 0.5 -1.9 -0.1
N -0.637626 0.731665 -1.099521 1.5 -1.3 -0.6
H 1.086656 -2.575599 2.294604 0.9 0.5 -0.7
H 2.749132 -1.107374 -0.260347 -0.5 0.0 0.6
H -1.209948 1.977151 0.531516 -0.4 -0.1 -1.3
H -2.405008 0.794492 -0.190270 0.1 1.1 0.0
H -1.901196 2.187757 -1.252802 -0.6 0.9 0.8
```
Positions in Å, forces in eV/Å.

Output
E_LUMO ... 0.83 eV
Gap between HOMO and LUMO ... 11.17 eV
E_HOMO ... -10.34 eV
Energy above the lowest of the compared OMol25 structures with the same formula, charge and spin ... 361.22 kJ/mol

Löwdin atomic charge list, values in e, 6 entries:
1 C -0.02
2 C -0.04
3 C -0.01
4 C -0.09
5 N -0.15
6 H 0.02